# 1
{
  "formula": "C4H6O2",
  "method": "ωB97M-V with the def2-TZVPD basis set",
  "e_tot_ev": -8337.477,
  "total_charge": 0,
  "gap_ev": 9.45,
  "smiles": "O/C=C1\\C[C@@H]1O",
  "relative_energy_kj_mol": 288.0,
  "max_force_ev_per_a": 0.73,
  "species": ["O", "C", "C", "C", "C", "O", "H", "H", "H", "H", "H", "H"],
  "xyz": [[-0.12, -1.94, 1.76], [0.53, -1.33, 0.74], [0.23, -0.09, 0.40], [-0.95, 0.74, 0.01], [0.45, 0.89, -0.62], [0.76, 0.39, -1.88], [-0.53, -1.22, 2.27], [1.26, -1.96, 0.20], [-1.41, 1.55, 0.58], [-1.64, 0.19, -0.63], [0.98, 1.79, -0.30], [0.44, 1.00, -2.54]]
}

***

# 2
{
  "formula": "C6H11N",
  "method": "ωB97M-V with the def2-TZVPD basis set",
  "e_tot_ev": -7880.402,
  "total_charge": 0,
  "gap_ev": 3.78,
  "relative_energy_kj_mol": 977.4,
  "max_force_ev_per_a": 5.39,
  "species": ["C", "C", "N", "C", "C", "C", "C", "H", "H", "H", "H", "H", "H", "H", "H", "H", "H", "H"],
  "xyz": [[1.37, 0.33, 1.59], [1.18, -0.64, 0.41], [2.26, 0.15, -1.83], [-1.27, -0.79, 0.85], [-0.22, -0.74, 0.04], [-2.82, 0.43, -0.71], [-2.48, -0.08, 0.59], [2.26, 0.32, 2.14], [1.36, 1.27, 1.07], [0.48, 0.25, 2.16], [1.67, -1.56, 0.81], [1.82, -0.28, -0.57], [2.57, 1.05, -1.92], [1.80, -0.22, -2.53], [-0.57, -0.74, -1.00], [-2.11, 0.77, -1.47], [-3.83, 0.70, -0.83], [-3.45, -0.24, 1.19]]
}

***

# 3
{
  "formula": "C6H11NO2",
  "method": "ωB97M-V with the def2-TZVPD basis set",
  "e_tot_ev": -11982.986,
  "total_charge": 0,
  "gap_ev": 11.16,
  "smiles": "COC(C)(C)[C@@H](O)C#N",
  "relative_energy_kj_mol": 316.7,
  "max_force_ev_per_a": 4.15,
  "species": ["C", "O", "C", "C", "C", "C", "O", "C", "N", "H", "H", "H", "H", "H", "H", "H", "H", "H", "H", "H"],
  "xyz": [[-0.17, 1.39, 1.76], [-0.09, 1.31, 0.32], [0.23, 0.03, -0.18], [0.70, 0.37, -1.67], [1.43, -0.63, 0.54], [-0.99, -0.92, -0.17], [-2.31, -0.35, -0.01], [-1.09, -1.63, -1.39], [-1.38, -2.19, -2.36], [0.60, 2.13, 2.15], [-0.26, 0.44, 2.31], [-1.18, 1.88, 1.90], [-0.12, 0.89, -2.00], [1.45, 1.07, -1.64], [0.89, -0.42, -2.27], [1.29, -1.21, 1.39], [2.13, 0.10, 0.81], [1.82, -1.15, -0.35], [-0.88, -1.71, 0.54], [-2.06, 0.61, 0.31]]
}

***

# 4
{
  "formula": "C4H9N3O",
  "method": "ωB97M-V with the def2-TZVPD basis set",
  "e_tot_ev": -10806.463,
  "total_charge": 0,
  "gap_ev": 8.52,
  "relative_energy_kj_mol": 578.8,
  "max_force_ev_per_a": 3.89,
  "species": ["C", "C", "N", "C", "C", "O", "N", "N", "H", "H", "H", "H", "H", "H", "H", "H", "H"],
  "xyz": [[0.73, 0.37, 1.46], [-2.20, -1.04, 0.10], [0.29, 0.49, 0.06], [-0.88, -0.76, -0.49], [1.39, 0.14, -1.01], [-0.26, 1.81, -0.08], [-0.30, -1.00, -1.54], [2.53, -0.23, -0.57], [-0.65, 1.79, -0.97], [3.29, -0.06, -1.22], [1.28, 0.84, -1.84], [1.26, -0.57, 1.56], [1.43, 1.17, 1.68], [-0.15, 0.45, 2.10], [-2.14, -1.46, 1.10], [-2.86, -0.17, 0.14], [-2.74, -1.78, -0.49]]
}

***

# 5
{
  "formula": "CH4NO3",
  "method": "ωB97M-V with the def2-TZVPD basis set",
  "e_tot_ev": -8736.305,
  "total_charge": -1,
  "gap_ev": 8.93,
  "relative_energy_kj_mol": 61.5,
  "max_force_ev_per_a": 3.48,
  "species": ["N", "C", "O", "O", "H", "H", "H", "H", "O"],
  "xyz": [[1.37, 0.62, -1.41], [0.26, 0.01, -0.68], [0.16, 0.55, 0.47], [-0.36, -0.96, -1.12], [1.21, 0.45, -2.39], [2.09, 0.95, -0.81], [-2.13, -0.11, 2.04], [-0.59, -0.01, 1.53], [-1.25, -0.24, 2.34]]
}

***

# 6
{
  "formula": "C5H10O",
  "method": "ωB97M-V with the def2-TZVPD basis set",
  "e_tot_ev": -7390.474,
  "total_charge": 0,
  "gap_ev": 8.79,
  "relative_energy_kj_mol": 414.0,
  "max_force_ev_per_a": 0.41,
  "species": ["C", "O", "C", "C", "C", "C", "H", "H", "H", "H", "H", "H", "H", "H", "H", "H"],
  "xyz": [[2.83, -0.38, 0.33], [1.80, 0.37, -0.26], [0.58, 0.18, 0.39], [-0.47, 1.11, -0.04], [-1.81, 0.54, 0.26], [-2.14, -0.08, -1.12], [2.60, -1.45, 0.35], [3.73, -0.22, -0.28], [3.03, -0.05, 1.36], [0.31, -0.89, 0.44], [0.63, 0.52, 1.46], [-1.88, 0.60, -1.93], [-2.55, 1.32, 0.48], [-1.87, -0.25, 1.03], [-1.58, -1.01, -1.27], [-3.21, -0.31, -1.18]]
}

***

# 7
{
  "formula": "C4H11NO2",
  "method": "ωB97M-V with the def2-TZVPD basis set",
  "e_tot_ev": -9909.557,
  "total_charge": 0,
  "gap_ev": 9.46,
  "smiles": "CC(=O)CO.CN",
  "relative_energy_kj_mol": 259.0,
  "max_force_ev_per_a": 4.48,
  "species": ["C", "C", "O", "C", "O", "H", "H", "H", "H", "H", "H", "C", "N", "H", "H", "H", "H", "H"],
  "xyz": [[0.36, -1.12, -1.32], [0.21, -1.17, 0.18], [0.87, -1.96, 0.86], [-1.34, -0.83, 0.68], [-1.95, 0.24, 0.01], [1.26, -0.55, -1.56], [0.47, -2.13, -1.72], [-0.46, -0.62, -1.83], [-1.87, -1.77, 0.51], [-1.33, -0.63, 1.76], [-2.91, 0.06, -0.06], [1.26, 1.25, 0.77], [0.56, 2.17, -0.09], [2.11, 0.78, 0.27], [1.67, 1.77, 1.64], [0.45, 0.43, 1.15], [-0.39, 1.85, -0.26], [1.02, 2.24, -1.00]]
}

***

# 8
{
  "formula": "C48H55N4OP2RuS2Se",
  "method": "ωB97M-V with the def2-TZVPD basis set",
  "e_tot_ev": -166840.662,
  "spin_multiplicity": 6,
  "total_charge": 2,
  "gap_ev": [7.23, 5.14],
  "relative_energy_kj_mol": 0.0,
  "max_force_ev_per_a": 1.35,
  "species": ["Ru", "O", "N", "C", "C", "C", "C", "C", "S", "H", "H", "H", "H", "C", "S", "C", "C", "C", "N", "P", "C", "C", "C", "C", "C", "C", "C", "C", "C", "C", "C", "C", "P", "C", "C", "C", "C", "C", "C", "C", "C", "C", "C", "C", "C", "H", "H", "H", "H", "H", "H", "H", "H", "H", "H", "H", "H", "H", "H", "H", "H", "H", "H", "H", "H", "H", "H", "H", "H", "H", "H", "H", "H", "H", "C", "C", "C", "C", "N", "C", "Se", "N", "C", "C", "C", "C", "C", "C", "C", "C", "C", "C", "H", "H", "H", "H", "H", "H", "H", "H", "H", "H", "H", "H", "H", "H", "H", "H", "H", "H", "H", "H", "H", "H"],
  "xyz": [[-0.12, -0.50, 0.39], [0.16, -2.16, -0.93], [0.02, -1.96, -2.25], [0.59, -2.85, -3.09], [0.45, -2.73, -4.44], [-0.28, -1.67, -4.96], [-0.86, -0.76, -4.09], [-0.71, -0.91, -2.71], [-1.45, 0.17, -1.59], [1.15, -3.64, -2.59], [0.92, -3.46, -5.09], [-0.40, -1.55, -6.03], [-1.43, 0.08, -4.45], [7.34, 0.67, 2.32], [6.30, 1.45, 3.58], [5.58, 2.82, 2.62], [4.08, 2.64, 2.40], [3.80, 1.42, 1.53], [2.37, 1.13, 1.30], [1.52, 1.53, -0.12], [1.86, 3.28, -0.43], [0.96, 4.21, 0.11], [1.23, 5.57, 0.04], [2.40, 6.01, -0.57], [3.29, 5.09, -1.13], [3.02, 3.73, -1.07], [2.38, 0.63, -1.45], [2.14, 0.99, -2.78], [2.74, 0.28, -3.81], [3.56, -0.81, -3.52], [3.77, -1.19, -2.20], [3.18, -0.48, -1.16], [1.41, 0.15, 2.30], [2.43, -1.23, 2.84], [2.37, -2.44, 2.13], [3.16, -3.51, 2.50], [4.01, -3.39, 3.59], [4.08, -2.20, 4.30], [3.28, -1.12, 3.93], [0.97, 1.08, 3.77], [0.54, 0.39, 4.91], [0.09, 1.09, 6.01], [0.05, 2.48, 5.98], [0.43, 3.17, 4.84], [0.88, 2.47, 3.72], [7.79, -0.21, 2.78], [8.14, 1.35, 2.00], [6.75, 0.36, 1.45], [6.12, 2.90, 1.67], [5.76, 3.73, 3.18], [3.67, 3.54, 1.91], [3.59, 2.53, 3.36], [4.25, 0.55, 2.01], [4.28, 1.55, 0.56], [0.05, 3.86, 0.59], [0.53, 6.28, 0.46], [2.61, 7.07, -0.63], [4.19, 5.44, -1.62], [3.71, 3.03, -1.51], [1.51, 1.84, -3.00], [2.57, 0.58, -4.84], [4.05, -1.35, -4.32], [4.42, -2.03, -1.97], [3.36, -0.77, -0.14], [1.71, -2.55, 1.28], [3.11, -4.44, 1.95], [4.63, -4.23, 3.89], [4.74, -2.10, 5.15], [3.35, -0.19, 4.49], [0.57, -0.70, 4.93], [-0.22, 0.55, 6.90], [-0.30, 3.03, 6.85], [0.39, 4.25, 4.81], [1.18, 3.00, 2.83], [-2.02, -5.60, 2.45], [-3.43, -5.12, 2.10], [-3.70, -5.06, 0.60], [-2.91, -3.98, -0.15], [-3.50, -2.64, 0.03], [-3.09, -1.69, 0.87], [-1.59, -1.82, 2.01], [-3.92, -0.64, 0.77], [-3.88, 0.62, 1.54], [-4.92, 0.67, 2.66], [-4.63, -0.28, 3.82], [-3.48, 0.21, 4.71], [-4.91, -0.93, -0.16], [-5.99, -0.19, -0.63], [-6.80, -0.79, -1.57], [-6.53, -2.09, -2.04], [-5.45, -2.82, -1.58], [-4.64, -2.20, -0.63], [-1.92, -5.77, 3.52], [-1.25, -4.88, 2.16], [-1.80, -6.55, 1.94], [-3.62, -4.15, 2.55], [-4.15, -5.81, 2.54], [-4.76, -4.90, 0.42], [-3.45, -6.03, 0.15], [-2.92, -4.19, -1.22], [-1.88, -3.93, 0.17], [-4.06, 1.42, 0.82], [-2.88, 0.75, 1.93], [-5.90, 0.45, 2.23], [-4.96, 1.70, 3.03], [-4.40, -1.28, 3.44], [-5.53, -0.38, 4.42], [-2.55, 0.32, 4.15], [-3.29, -0.50, 5.52], [-3.72, 1.18, 5.15], [-6.19, 0.82, -0.27], [-7.66, -0.26, -1.95], [-7.20, -2.53, -2.77], [-5.25, -3.82, -1.95]]
}